#i
The following is a DFT calculation (ωB97M-V/def2-TZVPD) of a molecular structure, C8H18BrP.

Its gap between HOMO and LUMO is 0.324 Eh. The HOMO energy comes out at -8.0602 eV.

Cartesian coordinates (Å):
C1 0.680 -1.366 -1.540
C2 1.670 -2.724 0.479
C3 -0.800 -2.036 0.422
C4 -1.509 1.398 0.879
C5 0.541 2.861 0.573
C6 -0.347 1.654 -1.432
C7 0.606 -1.658 -0.017
C8 -0.226 1.666 0.077
P1 1.049 -0.048 0.989
Br1 2.976 0.579 0.246
H1 1.674 -1.040 -1.804
H2 0.427 -2.395 -1.991
H3 -0.159 -0.691 -1.910
H4 1.337 -3.674 0.155
H5 1.865 -2.736 1.546
H6 2.517 -2.727 -0.020
H7 -0.694 -1.927 1.503
H8 -1.415 -1.263 -0.035
H9 -1.238 -3.005 0.190
H10 -2.222 0.534 0.594
H11 -1.261 1.307 1.886
H12 -2.004 2.330 0.721
H13 -0.199 3.676 0.939
H14 0.922 3.328 -0.242
H15 1.305 2.604 1.341
H16 -0.926 0.780 -1.813
H17 -0.867 2.561 -1.722
H18 0.624 1.466 -1.762

Atom charges from the Löwdin analysis, given in e for atoms 1 to 2: atom 1 (C): -0.123, atom 2 (C): -0.107

---

#ii
The following is a DFT calculation (ωB97M-V/def2-TZVPD) of C8H18BrP in the gas phase.

Its gap between HOMO and LUMO is 0.369 Eh. The SMILES is CCC(CC)[C@@](P)(Br)CC. The HOMO energy comes out at -9.2295 eV.

Cartesian coordinates (Å):
C1 0.866 -2.943 -0.377
C2 0.315 -1.661 0.355
C3 0.053 -0.565 -0.719
C4 1.390 0.088 -1.035
C5 1.875 1.272 -0.089
C6 -1.092 0.486 -0.405
P1 -1.232 1.718 -1.767
Br1 -2.785 -0.577 -0.181
C7 -1.185 1.519 0.864
C8 -0.999 0.848 2.222
H1 0.411 -2.978 -1.417
H2 1.943 -2.930 -0.616
H3 0.679 -3.887 0.139
H4 1.164 -1.362 1.024
H5 -0.514 -1.921 0.907
H6 -0.463 -1.029 -1.569
H7 1.293 0.636 -1.903
H8 2.024 -0.657 -1.145
H9 1.485 1.108 0.913
H10 1.452 2.191 -0.339
H11 2.968 1.369 -0.086
H12 -1.713 0.906 -2.792
H13 -2.603 2.006 -1.420
H14 -2.205 1.928 0.867
H15 -0.403 2.322 0.743
H16 -0.060 0.212 2.277
H17 -0.870 1.613 2.871
H18 -1.796 0.289 2.678

Atom charges from the Löwdin analysis, given in e for atoms 1 to 2: atom 1 (C): -0.092, atom 2 (C): -0.225

---

Name the least stable of them. #ii.

---

#i
The following is a DFT calculation (ωB97M-V/def2-TZVPD) of 4 unconnected molecules or ions with the total composition CH10N2O3.

Its gap between HOMO and LUMO is 0.368 Eh. The SMILES is [H]/N=C/N.O.O.O. The HOMO energy comes out at -9.4573 eV.

Cartesian coordinates (Å):
H1 -1.059 2.888 1.102
N1 -0.434 2.297 0.550
C1 -0.157 1.273 1.265
N2 0.713 0.311 0.913
H2 -0.656 1.098 2.224
H3 0.727 -0.545 1.445
H4 1.230 0.397 0.061
O1 -0.119 -1.405 -1.500
H5 -0.667 -0.618 -1.662
H6 -0.445 -2.056 -2.131
O2 -0.040 1.428 -2.231
H7 -0.200 1.898 -1.389
H8 0.669 0.818 -1.999
O3 0.520 -2.607 1.207
H9 -0.210 -2.894 1.760
H10 0.128 -2.285 0.383

Atom charges from the Löwdin analysis, given in e for atoms 1 to 2: atom 1 (H): 0.046, atom 2 (N): 0.038

---

#ii
The following is a DFT calculation (ωB97M-V/def2-TZVPD) of 4 unconnected molecules or ions with the total composition CH10N2O3.

Its gap between HOMO and LUMO is 0.359 Eh. The SMILES is [H]/N=C/N.O.O.O. The HOMO energy comes out at -9.0406 eV.

Cartesian coordinates (Å):
H1 -0.259 -2.237 2.215
N1 0.281 -1.715 1.532
C1 0.088 -0.454 1.687
N2 0.982 0.517 1.457
H2 -0.915 -0.063 1.883
H3 0.600 1.428 1.259
H4 1.909 0.234 1.187
O1 -1.066 0.359 -1.907
H5 -0.567 -0.483 -1.953
H6 -0.661 0.845 -2.634
O2 0.177 -1.977 -1.183
H7 0.183 -2.234 -0.239
H8 1.087 -1.948 -1.479
O3 -0.348 2.497 -0.318
H9 -0.556 3.348 -0.706
H10 -0.934 1.886 -0.802

Atom charges from the Löwdin analysis, given in e for atoms 1 to 2: atom 1 (H): 0.045, atom 2 (N): 0.007

---

Name the least stable of them. #ii.

---

#i
The following is a DFT calculation (ωB97M-V/def2-TZVPD) of a gas-phase ion, C9H9O4P (charge -2).

Its gap between HOMO and LUMO is 0.203 Eh. As for the charge: -2. The SMILES is C=C[C@@]12C=CC=C[C@@H]1[C@@]2([O-])[P@@](=O)([O-])O. The HOMO energy comes out at 0.6255 eV.

Cartesian coordinates (Å):
C1 -0.272 3.033 0.330
C2 -0.058 1.808 -0.263
C3 -0.528 0.545 0.092
C4 -1.609 0.171 0.862
C5 -2.211 -1.108 0.813
C6 -2.031 -1.957 -0.321
C7 -1.024 -1.612 -1.195
C8 -0.109 -0.514 -0.966
C9 0.893 -0.656 0.187
O1 0.835 -1.575 1.132
P1 2.539 0.057 -0.101
O2 2.910 0.058 -1.543
O3 2.797 1.322 0.679
O4 3.403 -1.168 0.634
H1 0.422 3.763 0.096
H2 -0.932 3.131 1.238
H3 0.639 1.800 -1.129
H4 -2.037 0.876 1.613
H5 -3.027 -1.289 1.367
H6 -2.795 -2.848 -0.438
H7 -0.894 -2.242 -2.114
H8 0.452 -0.165 -2.037
H9 2.638 -1.428 1.063

Atom charges from the Löwdin analysis, given in e for atoms 1 to 2: atom 1 (C): -0.051, atom 2 (C): -0.192

---

#ii
The following is a DFT calculation (ωB97M-V/def2-TZVPD) of a gas-phase ion, C9H9O4P (charge -2).

Its gap between HOMO and LUMO is 0.197 Eh. As for the charge: -2. The SMILES is O=[P@@]([O-])(O)/C([O-])=C1/C=CC=CC12CC2. The HOMO energy comes out at 0.8002 eV.

Cartesian coordinates (Å):
O1 -2.788 -1.355 0.876
P1 -2.729 -0.268 -0.131
O2 -2.926 -0.616 -1.605
O3 -4.024 0.705 0.237
C1 -1.289 0.969 0.065
O4 -1.794 2.083 0.428
C2 0.111 0.775 -0.166
C3 0.953 1.843 -0.044
C4 2.301 1.783 -0.089
C5 2.974 0.508 -0.197
C6 2.206 -0.600 -0.416
C7 0.740 -0.666 -0.207
C8 -0.040 -2.011 -0.494
C9 0.240 -1.475 0.962
H1 -3.586 1.584 0.044
H2 0.400 2.821 -0.052
H3 2.900 2.710 0.117
H4 4.119 0.525 -0.450
H5 2.641 -1.555 -0.285
H6 -1.107 -1.697 -0.705
H7 0.507 -2.923 -0.847
H8 -0.668 -0.941 1.409
H9 0.859 -2.198 1.550

Atom charges from the Löwdin analysis, given in e for atoms 1 to 2: atom 1 (O): -0.386, atom 2 (P): 0.280

---

Name the least stable of them. #i.